*a*
ORCA calculation (ωB97M-V with the def2-TZVPD basis set) on an isolated ion of composition C5H7N2 and charge +1.

* E_HOMO (spin up / spin down): -13.4599 / -13.6472 eV
* frontier orbital gap (spin up / spin down): 7.45 / 7.53 eV
* LUMO (spin up / spin down): -0.2209 / -0.2249 hartree

Geometry as ORCA input:
```
! wB97M-V def2-TZVPD RIJCOSX def2/J DEFGRID3
* xyz 1 1
C 0.6324 -0.9810 0.8516
C -0.1585 0.0928 0.5873
C 1.9011 -0.9004 0.2122
C 1.6281 1.1082 -0.6095
C -1.4994 0.4538 0.3139
N 2.5139 0.2254 -0.2282
N -2.3201 -0.4601 -0.4258
H 0.3707 -1.8000 1.4850
H -1.9923 0.6845 1.3137
H -1.5160 1.5235 0.0851
H 3.4940 0.2914 -0.5043
H -2.2369 -1.4312 -0.0761
H 1.2961 1.6232 -1.5798
H -2.1131 -0.4300 -1.4251
*
```


*b*
ORCA calculation (ωB97M-V with the def2-TZVPD basis set) on C5H7N2 as an isolated structure.

* E_HOMO: -13.7046 eV
* frontier orbital gap: 9.13 eV
* LUMO: -0.1680 hartree

Geometry as ORCA input:
```
! wB97M-V def2-TZVPD RIJCOSX def2/J DEFGRID3
* xyz 1 1
C -1.5629 -0.2461 0.6725
C -1.5592 1.0852 0.8632
C -0.4624 -0.6502 0.0488
C 0.7241 0.3451 -0.3188
C 0.6015 1.7404 0.1604
N -1.0353 2.1572 0.9557
N -0.2519 -2.0263 -0.3450
H 1.6585 0.0802 0.0305
H 0.9503 0.3003 -1.3776
H 1.1200 2.1074 1.0640
H 0.4268 2.3322 -0.6167
H 0.1597 -2.6380 0.4058
H 0.4288 -2.2672 -1.0219
H -1.1981 -2.3200 -0.5209
*
```


*c*
ORCA calculation (ωB97M-V with the def2-TZVPD basis set) on C5H7N2 as an isolated structure.

* E_HOMO (spin up / spin down): -15.0791 / -15.4023 eV
* frontier orbital gap (spin up / spin down): 7.82 / 7.60 eV
* LUMO (spin up / spin down): -0.2667 / -0.2869 hartree

Geometry as ORCA input:
```
! wB97M-V def2-TZVPD RIJCOSX def2/J DEFGRID3
* xyz 1 1
C -3.3278 0.4968 -0.0449
C -2.1777 0.2010 -0.2510
C 1.2952 1.7340 -0.2348
C 0.7392 0.7989 0.8355
C 0.4669 -1.1366 -0.6862
N 0.6167 1.1368 -1.1616
N 0.1460 0.1665 -0.3637
H -4.3037 0.3975 -0.2177
H 1.8676 2.6209 -0.5121
H 1.3015 0.0764 1.4763
H -0.0320 1.1396 1.6530
H -0.0227 -2.0428 -0.0047
H 0.2138 -1.4599 -1.7177
H 1.5034 -1.3298 -0.7758
*
```


Energies, relative to the best one, in hartree: *a* 0.1147; *b* 0.0000; *c* 0.1829.